Molecular formula: C44H57AsN5O5Si3Sn
Method: DFT, ωB97M-V/def2-TZVPD

The geometry in ORCA input format:
```
! wB97M-V def2-TZVPD RIJCOSX def2/J DEFGRID3
* xyz 3 1
Sn 0.5487 -0.0100 0.2122
O 1.8968 -4.0878 0.1402
C 1.8927 -2.8938 0.2538
N 0.9307 -2.0851 0.8988
C -0.1492 -2.6980 1.5525
O -0.5829 -3.8087 1.4109
C -0.7995 -1.7579 2.5108
C -1.4560 -2.2502 3.6237
C -2.0608 -1.3501 4.4863
C -2.0177 0.0064 4.1797
C -1.3524 0.4099 3.0437
N -0.7322 -0.4587 2.2252
C 3.0273 -2.0843 -0.2826
C 4.2889 -2.6385 -0.3876
C 5.3118 -1.8533 -0.9007
C 5.0245 -0.5554 -1.3080
C 3.7327 -0.0920 -1.1803
N 2.7481 -0.8448 -0.6623
H -1.4741 -3.3194 3.7906
H -2.5656 -1.7018 5.3798
H -2.5005 0.7370 4.8176
H -1.3219 1.4568 2.7589
H 4.4387 -3.6641 -0.0770
H 6.3180 -2.2505 -0.9834
H 5.7929 0.0857 -1.7259
H 3.4538 0.9031 -1.5152
O -5.4806 -5.3624 -0.2331
C -5.9182 -4.1145 -0.4770
O -7.0412 -3.8979 -0.8089
C -4.9286 -2.9782 -0.3390
C -5.4498 -1.7094 -0.0895
C -4.6241 -0.6046 -0.0139
C -3.2483 -0.7532 -0.2003
C -2.7470 -2.0099 -0.4928
C -3.5665 -3.1256 -0.5430
N -2.3041 0.3158 -0.1388
C -2.6331 1.4366 0.3456
C -1.6909 2.5784 0.3835
C -2.1244 3.8357 0.7617
C -1.2243 4.8977 0.7423
C 0.0808 4.6683 0.3323
C 0.4417 3.3751 -0.0097
N -0.4241 2.3554 0.0253
H -4.5757 -5.4097 0.0845
H -6.5213 -1.6073 0.0369
H -5.0698 0.3686 0.1623
H -1.6842 -2.1057 -0.6791
H -3.1251 -4.0926 -0.7662
H -3.6327 1.6411 0.7270
H -3.1569 3.9876 1.0605
H -1.5453 5.8932 1.0294
H 0.8068 5.4717 0.2792
H 1.4606 3.1371 -0.3098
C 2.8555 -1.3478 -4.2914
Si 1.9438 0.1832 -4.7977
C 1.6382 0.2547 -6.6175
C 2.6402 1.7528 -4.0740
As -0.2229 0.0315 -3.6627
Si -1.6202 2.0021 -4.0909
C -1.5141 1.9945 -5.9436
C -3.2829 1.5967 -3.3911
C -0.8471 3.5001 -3.3173
Si -1.1907 -2.2346 -3.8914
C -0.2277 -3.3632 -2.7859
C -0.8154 -2.4542 -5.6957
C -2.9918 -2.0569 -3.5273
H 3.8984 -1.2878 -4.6323
H 2.4179 -2.2439 -4.7485
H 2.8667 -1.4852 -3.2088
H 2.6053 0.1839 -7.1311
H 1.1798 1.1996 -6.9152
H 1.0121 -0.5641 -6.9747
H 3.7359 1.7585 -4.1400
H 2.3598 1.8577 -3.0215
H 2.2794 2.6370 -4.6110
H -1.5248 0.9817 -6.3550
H -0.6082 2.5004 -6.2877
H -2.3747 2.5311 -6.3653
H -3.7988 0.8364 -3.9828
H -3.9152 2.4940 -3.3844
H -3.1960 1.2337 -2.3628
H 0.2291 3.3872 -3.1506
H -1.3231 3.7229 -2.3556
H -0.9964 4.3711 -3.9669
H 0.8528 -3.2466 -2.9216
H -0.4767 -4.4060 -3.0226
H -0.4562 -3.2158 -1.7264
H 0.2402 -2.6867 -5.8639
H -1.0774 -1.5654 -6.2760
H -1.4071 -3.2905 -6.0921
H -3.1717 -1.5392 -2.5833
H -3.4588 -3.0486 -3.4556
H -3.5018 -1.5138 -4.3286
C 5.6027 4.9684 5.3160
C 4.6138 4.1763 4.5159
C 3.2381 4.3698 4.6759
C 2.3177 3.6483 3.9601
C 0.8443 3.9174 4.1885
C 2.7812 2.6741 3.0226
C 1.7996 1.9221 2.3489
O 1.9922 1.0402 1.4521
C 4.1905 2.4808 2.8296
C 4.7551 1.4808 1.8511
C 5.0610 3.2338 3.5795
H 5.1311 5.4963 6.1426
H 6.0919 5.7048 4.6716
H 6.3909 4.3220 5.7041
H 2.8977 5.1076 5.3955
H 0.7196 4.7541 4.8723
H 0.3469 3.0512 4.6365
H 0.3275 4.1666 3.2573
H 0.7652 2.1210 2.6464
H 4.4611 1.7335 0.8296
H 4.3796 0.4752 2.0553
H 5.8429 1.4663 1.9108
H 6.1303 3.0946 3.4498
*
```

HOMO-LUMO gap (alpha / beta), eV: 5.6 / 6.4
M, g/mol: 1013.86
Energy, a.u.: -5678.66533
HOMO level (alpha / beta), eV: -15.9 / -15.9